1.
{
  "formula": "C49H44BrN8O4STeTi",
  "method": "ωB97M-V/def2-TZVPD",
  "elements": ["Ti", "O", "C", "C", "C", "C", "C", "C", "C", "O", "N", "N", "C", "C", "C", "C", "C", "C", "N", "H", "H", "H", "H", "H", "H", "H", "H", "H", "H", "Br", "C", "C", "C", "C", "C", "C", "N", "N", "C", "C", "C", "C", "O", "C", "N", "C", "C", "C", "C", "H", "H", "H", "H", "H", "H", "H", "H", "H", "C", "C", "O", "N", "Te", "C", "C", "C", "C", "C", "C", "C", "C", "C", "C", "C", "C", "C", "C", "C", "C", "C", "C", "H", "H", "H", "H", "H", "H", "H", "H", "H", "H", "H", "H", "H", "H", "H", "H", "H", "H", "H", "H", "H", "H", "H", "H", "H", "S", "C", "N"],
  "positions_angstrom": [[-2.31241, 0.83809, -0.04705], [-6.63518, 1.24983, 0.91755], [-7.11887, 0.34836, 0.08174], [-8.47330, 0.11837, 0.00307], [-9.09225, -0.46936, -1.11584], [-8.32152, -1.06386, -2.09298], [-6.93708, -0.96028, -2.00757], [-6.31750, -0.23538, -1.00955], [-4.82162, -0.10162, -0.93641], [-4.32764, 0.63960, 0.01710], [-4.05052, -0.74057, -1.79276], [-2.77020, -0.39900, -1.59170], [-1.73127, -0.93743, -2.21759], [-0.47987, -0.35075, -1.95998], [0.76444, -0.80908, -2.51583], [1.92863, -0.53594, -1.92014], [1.94391, 0.46903, -0.85878], [0.75923, 1.07839, -0.52324], [-0.45166, 0.54433, -0.94253], [-5.65544, 1.37159, 0.67434], [-9.05564, 0.58859, 0.80038], [-10.19406, -0.39696, -1.19683], [-8.78951, -1.48357, -2.98427], [-6.34423, -1.33628, -2.83404], [-1.86532, -1.67990, -3.01554], [0.71174, -1.37211, -3.42749], [2.85705, -0.98352, -2.31037], [2.93734, 0.84351, -0.55769], [0.71859, 1.88082, 0.21342], [0.38161, 11.46692, -7.20208], [-0.57281, 10.21368, -6.24332], [-1.57720, 9.42347, -6.85291], [-2.45024, 8.62224, -6.07956], [-2.10143, 8.29513, -4.76108], [-0.96616, 9.01074, -4.20046], [-0.38000, 10.05681, -4.85362], [-2.81829, 7.33768, -4.13049], [-2.73761, 7.33585, -2.82151], [-3.16603, 6.29920, -2.08660], [-2.59608, 6.17602, -0.76747], [-2.49047, 4.95362, -0.20239], [-2.84722, 3.77013, -0.86735], [-2.16369, 2.65634, -0.51979], [-3.68757, 3.85231, -2.00819], [-4.37763, 2.79641, -2.41829], [-5.26347, 2.92370, -3.35656], [-5.42239, 4.09041, -4.11311], [-4.67780, 5.22535, -3.74807], [-3.82452, 5.11246, -2.65665], [-1.80233, 9.54984, -7.86976], [-3.29227, 8.14757, -6.53532], [-0.70242, 8.62035, -3.23389], [0.26535, 10.78046, -4.38641], [-2.11074, 7.10041, -0.37245], [-2.06270, 4.88777, 0.80610], [-5.69897, 1.94222, -3.58275], [-6.21367, 4.14962, -4.86644], [-4.70465, 6.23754, -4.25368], [-1.54740, -1.12186, 3.27237], [-1.83791, -0.40456, 1.99919], [-2.31396, -0.99763, 0.94808], [-1.52177, 0.90268, 1.78282], [3.33350, -4.66698, 1.39092], [5.49692, -4.55938, 1.00899], [5.91581, -3.95876, -0.22019], [4.95476, -3.50098, -1.36327], [7.29488, -3.79821, -0.42699], [8.28102, -4.11429, 0.54205], [9.77998, -3.91585, 0.29723], [7.83332, -4.77386, 1.64065], [6.51551, -5.12994, 1.83386], [6.06618, -6.09457, 2.91983], [3.02972, -4.63779, 3.50101], [2.36215, -5.75051, 4.11332], [2.27888, -7.08141, 3.38748], [1.69670, -5.58091, 5.35789], [1.93409, -4.40010, 6.09457], [1.43851, -4.34770, 7.53481], [2.70507, -3.37509, 5.54102], [3.21269, -3.43479, 4.24272], [3.66108, -2.17955, 3.54627], [-0.46860, -0.88974, 3.65436], [-1.76385, -2.20583, 3.29669], [-2.21182, -0.57618, 4.01315], [3.92447, -3.36394, -0.88167], [4.87664, -4.26112, -2.17267], [5.31662, -2.58273, -1.83673], [7.61399, -3.27597, -1.37430], [10.01605, -4.40748, -0.70804], [10.27904, -4.44653, 1.12958], [10.00900, -2.86507, 0.20450], [8.61628, -5.17876, 2.28802], [6.93723, -6.73302, 3.10981], [5.16728, -6.79637, 2.67518], [5.85346, -5.66091, 3.89230], [1.55781, -7.03845, 2.52046], [2.04747, -7.90950, 4.02540], [3.26845, -7.24599, 2.88558], [1.14769, -6.45218, 5.77932], [2.28051, -4.41122, 8.26164], [0.84729, -5.23648, 7.68521], [0.91651, -3.36977, 7.68067], [2.94203, -2.43171, 6.04161], [4.47002, -1.67595, 4.06253], [2.78079, -1.45679, 3.31271], [4.04525, -2.29226, 2.51322], [-0.40823, 1.87105, 2.60364], [0.95967, 0.80613, 2.76426], [1.59482, -0.14036, 2.96357]],
  "homo_ev": [-0.23, -1.73],
  "gap_ev": [3.170, 4.677],
  "spin_multiplicity": 4,
  "charge": -2,
  "e_lumo_ev": [2.9, 2.9]
}



2.
{
  "formula": "C49H44IN3O4P2RuSi",
  "method": "ωB97M-V/def2-TZVPD",
  "elements": ["Ru", "C", "Si", "C", "C", "C", "C", "C", "C", "P", "C", "C", "C", "C", "C", "C", "C", "C", "C", "C", "C", "C", "C", "C", "C", "C", "C", "C", "P", "C", "C", "C", "C", "C", "C", "C", "C", "C", "C", "C", "C", "H", "H", "H", "H", "H", "H", "H", "H", "H", "H", "H", "H", "H", "H", "H", "H", "H", "H", "H", "H", "H", "H", "H", "H", "H", "H", "H", "H", "H", "H", "H", "C", "C", "N", "C", "C", "N", "C", "O", "O", "C", "O", "O", "H", "H", "H", "H", "H", "I", "C", "C", "C", "C", "C", "C", "N", "H", "H", "H", "H", "H", "H", "H", "H"],
  "positions_angstrom": [[0.19247, -0.76907, 0.48182], [-0.50552, 2.62007, 2.37271], [-0.59955, 1.57313, 0.72066], [0.01689, 3.05844, -0.36688], [-0.18671, 4.38412, 0.01499], [0.55081, 5.41772, -0.52883], [1.51514, 5.14870, -1.48593], [1.68847, 3.85387, -1.93500], [0.93684, 2.81840, -1.38517], [0.92307, 1.13467, -2.08952], [2.58644, 1.06412, -2.86260], [2.83318, 0.48733, -4.10144], [4.12810, 0.32503, -4.55976], [5.19769, 0.75547, -3.79717], [4.96503, 1.34170, -2.56312], [3.67447, 1.47822, -2.09291], [-0.06261, 1.52255, -3.60346], [-0.30367, 0.48203, -4.49900], [-0.96609, 0.70363, -5.69090], [-1.43604, 1.96889, -5.99508], [-1.25756, 2.99670, -5.08699], [-0.58524, 2.77704, -3.89871], [-2.51153, 1.42088, 0.40348], [-3.22613, 2.57887, 0.11974], [-4.60782, 2.59744, 0.08221], [-5.31016, 1.42418, 0.30901], [-4.61990, 0.24625, 0.50613], [-3.22433, 0.21916, 0.54836], [-2.33115, -1.37674, 0.70116], [-2.77222, -2.07795, 2.36423], [-1.81063, -2.56270, 3.24112], [-2.17632, -3.13467, 4.44716], [-3.50884, -3.21077, 4.81196], [-4.47809, -2.74460, 3.94094], [-4.11172, -2.19566, 2.72864], [-3.42756, -2.52264, -0.21293], [-3.29197, -3.89550, 0.03128], [-4.03413, -4.81264, -0.68271], [-4.90592, -4.39028, -1.67668], [-4.99000, -3.03965, -1.97948], [-4.25134, -2.11850, -1.26730], [-1.44144, 3.14096, 2.55423], [0.28185, 3.35730, 2.26042], [-0.26480, 2.03628, 3.24758], [-0.93457, 4.62064, 0.75692], [0.38106, 6.43361, -0.19466], [2.11659, 5.94986, -1.89129], [2.41281, 3.65319, -2.71269], [2.01778, 0.16481, -4.72944], [4.29897, -0.16112, -5.50947], [6.20849, 0.61899, -4.15368], [5.79897, 1.67430, -1.95997], [3.50022, 1.87584, -1.10271], [0.03417, -0.51591, -4.26415], [-1.11066, -0.10941, -6.38825], [-1.94173, 2.15267, -6.93146], [-1.63445, 3.98478, -5.31046], [-0.46005, 3.59667, -3.20939], [-2.68498, 3.49375, -0.07250], [-5.13784, 3.52080, -0.10657], [-6.39264, 1.41467, 0.30618], [-5.18923, -0.66528, 0.60525], [-0.76532, -2.50300, 2.99335], [-1.41103, -3.53055, 5.09785], [-3.79257, -3.63952, 5.76298], [-5.52539, -2.82995, 4.19194], [-4.88334, -1.85769, 2.06046], [-2.60823, -4.23562, 0.79766], [-3.94019, -5.86609, -0.46423], [-5.50319, -5.10757, -2.21787], [-5.64182, -2.69634, -2.77068], [-4.32447, -1.07063, -1.52174], [-1.60717, -2.59701, -3.01400], [-0.13928, -2.50622, -2.84155], [0.48212, -1.79818, -1.92444], [1.82256, -1.95179, -2.14153], [2.01484, -2.77578, -3.23254], [0.75238, -3.11031, -3.65462], [3.18547, -3.23384, -4.01025], [4.36843, -2.98351, -3.51397], [3.00635, -3.81427, -5.06546], [2.83365, -1.26940, -1.27052], [4.03377, -1.54945, -1.44562], [2.39432, -0.43946, -0.43927], [-2.05892, -1.74083, -2.51765], [-1.99856, -3.50419, -2.55198], [-1.87511, -2.59523, -4.07030], [0.58894, -3.71716, -4.44280], [4.31786, -2.43518, -2.63068], [1.03458, -3.30609, 1.07311], [-1.93070, 0.31924, 4.04596], [-0.50257, -0.08413, 4.16392], [0.21876, -0.15273, 5.37735], [1.53733, -0.36044, 5.03513], [1.57600, -0.40764, 3.62018], [2.77842, -0.51414, 2.76272], [0.33547, -0.27042, 3.11453], [-2.58462, -0.35571, 4.59887], [-2.24265, 0.35182, 3.00391], [-2.06198, 1.31765, 4.46834], [-0.19201, -0.02959, 6.36376], [2.38066, -0.44156, 5.69449], [3.55826, 0.15934, 3.11649], [2.53005, -0.25445, 1.72834], [3.18573, -1.52637, 2.77688]],
  "homo_ev": [-3.10, -4.86],
  "gap_ev": [5.436, 5.469],
  "spin_multiplicity": 6,
  "charge": -1,
  "e_lumo_ev": [2.3, 0.6]
}



Looking at F_max for the records above, in order, we have 3.66, 1.59 eV/Å.
Looking at energy above the lowest of the compared OMol25 structures with the same formula, charge and spin for the records above, in order, we have 102.7, 104.8 kJ/mol.